A structure of composition C3H7Cl4OY at a distorted geometry. Source: the OMol25 dataset; level of theory: the ωB97M-V functional and the def2-TZVPD basis.

Structure (XYZ):
```
16
Properties=species:S:1:pos:R:3
Y -16.7670 1.8844 -15.7125
C -18.9365 -0.4373 -19.6617
O -18.1831 0.2814 -18.7428
H -19.3452 -1.3414 -19.2102
H -19.7857 0.1493 -20.0123
H -18.3612 -0.7354 -20.5381
C -22.8545 1.1385 -23.8674
Cl -22.4610 1.0182 -25.5927
Cl -22.3506 2.6890 -23.0263
H -23.9295 0.9893 -23.7673
H -22.3312 0.3723 -23.2953
C -14.3407 -3.1994 -21.3569
Cl -14.0786 -2.0322 -22.7411
Cl -12.7883 -3.7089 -20.6792
H -14.9837 -2.7348 -20.6094
H -14.8315 -4.0971 -21.7330
```

Summary:
- Kohn-Sham gap: 1.8 eV
- Highest occupied orbital energy: -14.36 eV
- Total charge: +2
- ΔE to the lowest compared entry with this formula, charge and spin: 17.0 kcal/mol
- LUMO energy: -12.545 eV
- Energy: -2071.82188 Eh